Entry from the OMol25 dataset: a cluster of 2 separate species, C6H13N in total (ωB97M-V/def2-TZVPD).

```
20
Properties=species:S:1:pos:R:3:lowdin_charge:R:1
C 2.94240 -0.31973 0.92285 -0.0661
C 0.20457 -0.91695 -1.25258 -0.0758
C 0.53679 0.54418 -1.45392 -0.1590
N -0.70450 0.19305 -0.79082 -0.2489
C -2.05278 0.70230 -0.86246 -0.0166
C -1.34317 0.53111 0.45531 -0.2600
C -1.65192 -0.62222 1.36906 -0.0428
H 2.65490 0.66225 1.31372 0.0126
H 3.72592 -0.18735 0.17105 0.0204
H 3.33100 -0.92956 1.74281 0.0143
H -0.25600 -1.30361 -2.17372 0.0292
H 2.08027 -0.81396 0.45766 -0.0211
H 0.37184 1.08857 -2.38799 0.1041
H 1.28188 1.00928 -0.80416 0.0802
H -2.81303 -0.02290 -1.14192 0.1208
H -2.17335 1.70195 -1.27298 0.1160
H -0.96430 1.44073 0.91957 0.1470
H -2.35477 -0.31909 2.15107 0.0798
H -2.08560 -1.45263 0.80434 0.0850
H -0.73015 -0.98543 1.83312 0.0808
```

HOMO-LUMO gap   8.09 eV
Net charge   0
LUMO energy   0.89 eV
HOMO   -0.2648 Eh
Energy above the lowest of the compared OMol25 structures with the same formula, charge and spin   106.1 kcal per mole